This record from the Open Molecules 2025 dataset describes C5H5NO2 in the gas phase. The level of theory is ωB97M-V/def2-TZVPD.

Structure (XYZ):
```
13
Properties=species:S:1:pos:R:3:forces:R:3:mulliken_charge:R:1
O -1.909859 0.437492 -1.808615 -0.17 0.47 -0.69 -0.496
C -1.002543 0.218832 -0.838270 1.64 -1.52 1.87 0.485
C -1.006783 -0.166840 0.563002 -1.39 1.56 -1.98 -0.535
C 0.155177 -0.197363 1.293422 1.13 -0.57 -1.60 -0.398
C 1.393474 -0.083559 0.567148 -1.31 0.83 -0.61 0.445
O 2.611974 -0.330367 1.083250 0.27 0.31 -0.30 -0.476
N 1.429386 0.295140 -0.713480 -1.10 -1.47 0.29 -0.491
C 0.251953 0.291002 -1.392047 1.32 1.11 0.80 -0.179
H -2.828028 0.269333 -1.726284 -1.12 -0.49 0.99 0.313
H -1.944754 -0.298307 1.080738 -0.18 -0.05 0.06 0.337
H 0.044172 -0.439555 2.330371 0.48 -0.13 0.44 0.306
H 2.565702 -0.485043 2.017161 -0.14 -0.14 0.79 0.316
H 0.240130 0.489235 -2.456396 0.56 0.10 -0.06 0.373
```
Forces are in eV/Å.

Properties
SMILES string: Oc1ccc(O)nc1
LUMO in eV: 0.7
Largest force on an atom in eV/Å: 2.9
HOMO-LUMO gap in eV: 8.94
M in g/mol: 111.1
E in hartree: -398.7342
ΔE to the lowest compared entry with this formula, charge and spin in kcal/mol: 27.8
HOMO energy in eV: -8.280

=====

This record from the Open Molecules 2025 dataset describes a molecular structure, C22H15MnN3O7S5. The level of theory is ωB97M-V/def2-TZVPD.

Structure (XYZ):
```
53
Properties=species:S:1:pos:R:3:forces:R:3:mulliken_charge:R:1
Mn -0.942485 -0.797187 -1.069104 0.30 -0.12 0.02 0.628
C 2.127633 5.959940 1.255928 -0.01 0.01 0.00 -1.464
C 1.954932 4.463869 1.290664 0.06 -0.02 0.05 1.154
C 0.994957 3.835286 0.511023 -0.05 -0.07 -0.04 -0.933
C 0.825929 2.456125 0.555320 -0.06 0.01 0.03 -0.107
C 1.632046 1.694413 1.380396 0.11 0.02 0.06 0.177
C 2.603606 2.304960 2.167472 -0.01 -0.04 -0.08 -0.801
C 2.756466 3.678929 2.121499 -0.01 0.09 -0.02 -0.634
S 1.416034 -0.075300 1.493976 0.00 -0.04 0.09 1.174
O 0.374662 -0.268756 2.475256 0.02 -0.01 -0.05 -0.665
O 2.737898 -0.585415 1.806713 -0.04 -0.02 0.04 -0.760
N 0.883147 -0.577663 0.100437 0.10 0.16 -0.22 -0.043
C 1.682634 -0.777062 -1.006804 -0.34 0.00 0.36 0.923
C 3.023882 -0.432807 -1.204790 -0.01 -0.12 -0.12 -0.964
C 3.545628 -0.621840 -2.468895 0.05 0.00 -0.06 -0.319
C 2.757654 -1.132437 -3.497082 -0.03 -0.01 0.05 -0.831
C 1.441667 -1.451926 -3.205237 -0.03 -0.15 0.02 -0.216
N 0.930139 -1.307691 -1.991036 -0.01 0.30 -0.03 -0.024
H 1.620950 6.391535 0.392709 0.00 0.00 0.00 0.344
H 3.182574 6.236664 1.204430 0.00 0.00 0.00 0.350
H 1.710964 6.424883 2.153296 0.00 0.00 0.00 0.290
H 0.368693 4.416737 -0.156095 0.00 0.00 0.00 0.345
H 0.071869 1.976144 -0.053135 -0.02 0.02 -0.01 0.218
H 3.239403 1.690949 2.791592 -0.01 -0.01 0.00 0.425
H 3.518189 4.155779 2.730722 0.00 0.00 0.00 0.328
H 3.607896 -0.025378 -0.394539 0.01 0.00 0.01 0.399
H 4.577582 -0.349768 -2.663749 0.00 0.00 0.00 0.367
H 3.142464 -1.258228 -4.499486 0.00 0.00 0.00 0.356
H 0.757093 -1.828788 -3.957562 -0.01 0.02 0.00 0.419
O -2.217535 0.000278 0.342047 -0.03 0.00 0.00 -0.494
C -2.610186 -0.531348 1.370547 0.06 -0.10 -0.01 -0.309
C -2.461163 -1.913299 1.762339 -0.02 0.08 -0.01 1.092
C -3.051840 -2.290101 2.956938 0.02 -0.07 0.01 -0.451
C -2.978770 -3.595802 3.406208 -0.04 0.05 0.03 -0.429
C -2.284543 -4.565547 2.647537 0.04 -0.02 -0.05 -0.404
C -1.692459 -4.221133 1.475989 -0.02 -0.03 0.03 -0.864
C -1.738967 -2.873150 0.954279 0.01 -0.01 -0.01 0.447
O -1.178212 -2.605753 -0.128595 0.04 0.01 0.05 -0.509
N -3.608608 -3.964945 4.633612 0.03 0.02 -0.02 0.984
O -3.523587 -5.132255 5.010910 0.00 -0.01 0.00 -0.689
O -4.216422 -3.110682 5.273835 -0.01 0.00 0.01 -0.678
H -3.163643 0.089650 2.096180 0.01 0.03 -0.03 0.227
H -3.580693 -1.556468 3.551761 0.00 0.00 0.00 0.436
H -2.237069 -5.578094 3.022615 0.00 0.00 0.00 0.452
H -1.152911 -4.947348 0.882391 0.00 0.00 0.00 0.413
O -2.279844 0.991316 -7.535508 0.02 -0.03 0.00 -0.669
C -2.096898 0.711979 -6.366027 -0.05 0.05 -0.02 0.567
S -2.695352 -0.749923 -5.591326 0.01 -0.02 0.00 -0.207
C -2.072269 -0.442401 -3.970875 0.02 0.00 0.01 0.048
C -1.382405 0.704508 -3.809138 0.01 -0.02 0.09 0.225
S -0.710832 1.267518 -2.299895 -0.05 0.02 -0.02 -0.513
S -1.203452 1.720884 -5.236228 0.02 0.00 -0.01 -0.207
S -2.406457 -1.603839 -2.713524 -0.06 0.02 -0.15 -0.604
```
Forces are in eV/Å.

Properties
LUMO (spin up / spin down) in eV: 4.2 / 4.2
Largest force on an atom in eV/Å: 0.5
HOMO-LUMO gap (spin up / spin down) in eV: 5.18 / 5.38
M in g/mol: 648.6
Spin multiplicity: 2
E in hartree: -4680.3262
ΔE to the lowest compared entry with this formula, charge and spin in kcal/mol: 5.2
HOMO energy (spin up / spin down) in eV: -1.018 / -1.219
Net charge: -2

=====

This record from the Open Molecules 2025 dataset describes 3 unconnected molecules or ions with the total composition C4H12O4. The level of theory is ωB97M-V/def2-TZVPD.

Structure (XYZ):
```
20
Properties=species:S:1:pos:R:3:forces:R:3:mulliken_charge:R:1
C -1.885393 1.477760 0.367624 1.32 -1.19 -0.44 -1.265
C -1.040371 0.581338 -0.608582 -1.62 -0.79 -1.15 -0.460
C 0.272191 -0.028091 -0.080229 -0.60 -0.35 0.77 0.118
C 1.221729 -0.299622 -1.218058 0.44 1.26 -0.73 0.507
O 1.987265 0.507861 -1.678305 -0.02 -0.05 0.48 -0.564
O 1.120525 -1.480606 -1.872596 -0.38 -0.37 0.39 -0.477
H -1.729663 1.141223 1.389115 0.43 0.37 0.17 0.291
H -2.963532 1.460340 0.273852 -0.13 -0.16 -0.74 0.339
H -1.496411 2.441452 0.124243 -0.09 1.09 0.78 0.367
H -0.781891 1.120726 -1.537414 -0.06 0.32 0.58 0.445
H -1.730502 -0.170223 -1.019542 0.31 -0.34 0.27 0.278
H 0.619249 0.698848 0.656092 0.64 -0.38 -0.71 -0.178
H 0.168124 -0.968589 0.500619 -0.47 0.46 -0.23 0.304
H 0.419263 -2.006035 -1.471239 0.00 -0.11 0.02 0.339
O 1.328791 1.182926 2.369388 1.33 0.91 1.33 -0.620
H 1.851959 1.033064 3.183288 -0.61 -0.43 -0.37 0.276
H 1.734503 2.035968 2.130535 -0.48 -0.25 -0.43 0.303
O -2.397825 -1.773637 1.497766 0.27 -1.22 -0.36 -0.615
H -2.031385 -2.274621 2.237993 -0.04 0.45 0.34 0.309
H -2.412409 -2.498802 0.842263 -0.25 0.75 0.03 0.304
```
Forces are in eV/Å.

Properties
SMILES string: CCCC(=O)O.O.O
LUMO in eV: 0.3
Largest force on an atom in eV/Å: 2.1
HOMO-LUMO gap in eV: 10.17
M in g/mol: 124.1
E in hartree: -460.5503
ΔE to the lowest compared entry with this formula, charge and spin in kcal/mol: 20.3
HOMO energy in eV: -9.892